Density functional theory data (ωB97M-V/def2-TZVPD) for a cluster of 2 separate species, C3H9NO2 in total.

## Properties
* spin multiplicity: 2
* energy above the lowest of the compared OMol25 structures with the same formula, charge and spin: 291.9 kJ/mol
* energy: -8830.486 eV
* charge: +1
* gap between HOMO and LUMO (alpha / beta): 10.9 / 3.0 eV
* ⟨S²⟩: 0.7580

Cartesian coordinates (Å):
1 C 0.34 -2.51 1.32
2 C 0.19 2.65 -0.59
3 H -1.51 2.38 0.75
4 H 0.30 -3.46 -1.11
5 H -1.61 -2.18 0.49
6 O -0.18 -2.63 -0.97
7 H 0.23 3.06 -1.60
8 O 1.16 1.55 -0.93
9 H 0.59 3.18 0.31
10 N -1.03 2.16 -0.12
11 H 1.37 -2.80 1.22
12 H -0.04 -2.23 2.29
13 C -0.56 -2.36 0.33
14 H -1.19 1.15 -0.24
15 H 1.96 2.04 -1.15